Entry 1:
47
Properties=species:S:1:pos:R:3:forces:R:3 method="wB97M-V/def2-TZVPD" total_charge=-1 e_above_lowest_kcal_mol=0.8 homo_energy_ev=-5.84 total_energy_ev=-49734.1732
S 1.783 -3.055 -0.080 0.061 0.047 0.008
F 3.523 -2.115 -1.850 -0.028 0.104 -0.166
F 4.319 -3.645 -0.543 0.028 -0.070 -0.130
F 4.005 -1.648 0.208 -0.027 0.050 -0.092
O 1.347 -3.955 -1.111 -0.033 0.164 -0.021
O -1.103 -1.941 -2.264 -0.690 0.167 0.690
O -0.732 0.223 3.429 0.105 -0.293 0.207
O 1.179 -1.719 -0.075 -0.267 -0.212 0.187
O 1.391 4.148 -1.891 -0.018 -0.176 0.165
O -3.227 -2.011 -2.754 0.356 0.108 0.537
O -2.313 -0.141 -2.116 0.011 -0.587 0.407
O 1.940 -3.630 1.236 0.074 0.171 0.010
N -1.696 -0.102 0.766 -0.188 -0.406 1.368
N -2.237 -1.392 -2.348 0.145 0.532 -1.357
N 0.883 0.424 -1.953 0.373 0.812 0.571
C 1.250 1.801 0.070 0.292 -0.213 -0.007
C 1.592 2.784 -2.235 0.120 0.255 0.221
C 0.200 4.669 -2.424 -0.016 0.150 -0.402
C -1.769 0.463 4.349 -0.633 -0.229 -0.379
C -1.881 -1.179 1.789 -0.600 -0.075 0.083
C 3.490 -2.593 -0.602 0.130 -0.184 0.545
C -0.775 -1.076 2.825 0.267 0.587 -0.484
C 0.806 1.798 -1.374 -0.666 -0.714 -1.299
C -1.913 -2.560 1.154 0.312 -0.297 -0.187
Li -0.422 -0.680 -0.635 0.507 -0.508 -1.159
H 0.485 0.379 -2.883 -0.138 0.040 0.055
H -2.847 -1.037 2.303 0.112 0.115 -0.046
H 1.037 0.844 0.545 -0.249 0.074 0.093
H 2.339 1.892 0.128 -0.038 0.217 0.048
H 0.066 5.651 -1.972 -0.204 -0.034 0.019
H 1.351 2.654 -3.297 0.027 -0.179 -0.026
H -0.675 4.032 -2.253 0.042 0.083 0.277
H -0.900 -2.891 0.911 -0.099 0.011 -0.046
H -2.680 0.816 3.839 0.149 0.169 0.093
H -0.870 -1.852 3.588 -0.005 -0.039 0.003
H 0.265 4.798 -3.517 0.140 -0.007 0.112
H -2.491 -2.591 0.228 -0.028 0.175 0.028
H 1.856 0.135 -2.020 -0.114 -0.244 0.105
H -2.346 -3.310 1.818 0.023 0.128 0.131
H 0.182 -1.171 2.304 -0.017 -0.201 0.157
H 0.774 2.614 0.612 0.150 0.041 0.159
H -1.438 0.715 1.322 -0.040 0.087 -0.297
H 2.657 2.591 -2.072 -0.014 -0.006 -0.186
H -1.440 1.209 5.066 0.046 0.066 0.030
H -2.617 0.078 0.380 0.199 0.133 -0.436
H -2.084 -0.449 4.872 0.299 0.004 0.118
H -0.266 2.024 -1.470 0.148 0.186 0.291

Entry 2:
103
Properties=species:S:1:pos:R:3:forces:R:3 method="wB97M-V/def2-TZVPD" total_charge=-1 e_above_lowest_kcal_mol=0.0 homo_energy_ev=-3.30 total_energy_ev=-102451.6527
S -6.084 0.728 1.110 -0.006 0.011 -0.011
S 1.426 -2.939 -0.985 -0.114 -0.001 0.049
P 2.418 2.107 -2.026 -0.026 0.139 -0.011
Si 1.052 -2.560 3.811 0.001 -0.036 -0.004
Na 1.730 -0.366 0.700 0.118 -0.039 -0.108
F 4.986 -2.710 -0.093 -0.003 -0.002 -0.023
F 4.899 -1.370 1.663 0.009 -0.035 -0.039
O -5.769 0.287 2.447 0.006 -0.029 -0.005
O -2.629 0.896 -3.154 -0.029 -0.014 0.013
O 2.229 1.445 -0.720 0.045 -0.043 -0.023
O -3.220 2.418 -1.741 0.007 0.012 -0.045
O 0.905 -1.566 -1.319 0.005 0.023 0.050
O -7.399 1.257 0.834 -0.007 -0.009 -0.008
N -2.836 1.284 -2.015 0.035 0.040 0.008
N -2.871 0.596 0.380 0.087 0.008 -0.075
N 3.617 1.393 -2.912 -0.003 -0.035 -0.011
N 2.689 3.737 -1.783 -0.020 -0.023 0.013
N 1.134 2.139 -3.092 -0.008 -0.009 0.035
N 0.330 0.963 2.197 -0.119 0.019 0.029
N -2.012 -1.444 0.162 0.037 -0.149 -0.107
N 0.802 -1.186 2.848 0.017 -0.031 -0.084
C 2.752 4.708 -2.853 0.007 -0.008 -0.028
C -5.803 -0.625 -0.020 0.027 0.018 0.038
C 3.381 4.145 -0.572 0.001 0.000 -0.009
C -0.634 1.631 4.705 0.010 -0.015 0.042
C -0.058 2.829 -2.600 0.016 0.020 -0.039
C -4.923 1.994 0.640 -0.028 -0.025 -0.008
C 2.407 -2.313 5.099 0.000 -0.010 -0.001
C -0.093 3.147 1.290 -0.054 -0.039 -0.014
C 1.567 -3.972 2.692 0.030 -0.012 -0.001
C -0.188 2.165 2.431 0.071 0.066 0.000
C 0.561 -3.980 -3.285 0.008 0.005 0.002
C 4.030 1.910 -4.198 -0.002 0.009 0.010
C 4.506 0.399 -2.331 0.006 0.006 0.041
C 2.075 -4.183 -3.343 -0.030 -0.010 0.016
C -2.614 -0.775 2.471 -0.044 -0.022 0.039
C -3.468 1.760 1.016 -0.015 0.027 0.050
C -2.482 -0.542 1.013 -0.011 0.029 0.071
C -6.820 -1.726 0.243 -0.005 -0.003 0.015
C -0.734 2.548 3.650 -0.009 0.004 -0.055
C -0.498 -3.156 4.733 0.006 0.038 0.006
C 0.794 0.850 -3.706 -0.018 -0.009 -0.028
C 2.687 -3.294 -2.257 0.077 0.021 0.014
C -2.605 0.374 -0.964 -0.012 -0.079 -0.020
C 0.372 0.009 3.190 -0.034 0.109 0.050
C -2.072 -0.886 -1.063 -0.004 0.105 0.059
C -0.072 0.401 4.502 0.002 -0.034 -0.010
C 0.233 -4.051 -1.802 0.043 0.029 -0.039
B 4.201 -1.751 0.540 0.000 -0.012 0.093
H 3.255 3.386 0.196 -0.005 -0.004 -0.001
H -0.998 1.899 5.692 0.000 -0.001 0.000
H 0.446 0.118 -2.970 -0.002 0.007 0.004
H -0.043 2.608 0.345 -0.001 0.031 0.008
H 4.222 1.080 -4.886 -0.001 -0.002 0.001
H -0.952 -2.371 5.342 0.014 -0.026 0.005
H -3.369 1.623 2.090 -0.002 -0.017 -0.012
H -6.642 -2.553 -0.444 -0.005 0.003 -0.003
H 0.008 1.017 -4.443 0.002 0.003 0.004
H 3.780 4.887 -3.195 0.001 0.000 -0.001
H 3.247 2.530 -4.633 0.002 0.002 0.006
H 2.595 -3.230 5.666 -0.001 0.008 -0.001
H 2.446 -3.685 2.109 -0.015 -0.005 0.009
H 4.950 2.504 -4.128 0.002 -0.001 -0.003
H -0.247 -3.991 5.395 -0.017 -0.006 -0.006
H -3.652 -0.995 2.732 0.020 0.001 0.008
H 1.803 -4.876 3.262 -0.004 0.012 -0.002
H -0.525 2.285 -1.774 0.012 -0.010 0.012
H 0.015 -0.307 5.316 -0.004 0.019 0.004
H 2.940 -2.296 -2.614 -0.008 0.003 0.008
H 0.826 3.733 1.376 0.018 -0.026 -0.002
H 2.960 5.088 -0.209 -0.002 -0.007 0.001
H -1.972 -1.614 2.729 -0.006 0.000 -0.019
H 2.155 4.376 -3.701 0.007 0.001 0.008
H -5.054 2.171 -0.426 -0.006 0.012 0.042
H -1.151 3.537 3.787 -0.001 -0.008 0.001
H 4.074 -0.019 -1.421 -0.005 -0.007 -0.007
H -5.895 -0.210 -1.024 -0.001 -0.003 -0.003
H -5.296 2.870 1.176 -0.015 0.013 -0.015
H 0.297 -2.990 -3.664 0.001 -0.005 -0.006
H 4.454 4.299 -0.747 0.002 -0.002 -0.001
H 4.659 -0.416 -3.046 -0.007 0.001 0.003
H 3.568 -3.700 -1.764 -0.021 -0.006 0.000
H -0.784 2.913 -3.409 0.005 0.006 0.010
H -6.726 -2.101 1.261 0.004 0.002 -0.001
H 0.199 3.825 -2.244 -0.002 -0.007 0.008
H 2.149 -1.523 5.809 0.003 0.004 0.003
H 3.334 -2.022 4.599 -0.009 -0.004 0.001
H -0.758 -3.702 -1.514 0.006 -0.009 0.022
H -0.929 3.851 1.285 -0.012 0.004 0.010
H 0.766 -4.209 1.987 -0.011 0.006 0.003
H 2.302 -5.232 -3.134 0.005 0.003 -0.012
H 1.666 0.435 -4.209 0.002 -0.005 0.006
H -1.700 -1.362 -1.954 -0.011 -0.035 0.012
H 0.393 -5.057 -1.403 0.003 0.003 0.011
H -7.835 -1.360 0.099 0.000 -0.005 -0.007
H -2.291 0.084 3.058 0.019 0.041 -0.030
H 2.492 -3.950 -4.324 -0.007 0.010 -0.002
H -1.259 -3.507 4.030 0.017 -0.015 -0.010
H 0.018 -4.724 -3.871 -0.004 -0.004 0.005
H -2.898 2.642 0.734 0.019 0.023 0.016
H -4.782 -0.975 0.134 -0.049 -0.004 -0.015
H 5.487 0.825 -2.090 -0.001 0.004 -0.011
H 2.349 5.665 -2.505 0.001 -0.002 0.004

Entry 3:
12
Properties=species:S:1:pos:R:3:forces:R:3 method="wB97M-V/def2-TZVPD" total_charge=+2 homo_energy_ev="-15.13 / -15.78" total_energy_ev=-27612.2270 s_squared=0.753 multiplicity=2
Cl -25.107 -0.452 -6.704 -0.396 0.209 0.538
Mg -23.967 -1.237 -8.499 0.650 -0.425 -1.009
Mg -26.045 -0.166 -4.703 -0.076 0.322 0.369
O -23.869 3.273 -5.754 1.678 -1.263 1.850
C -25.099 3.962 -5.585 1.693 -0.647 -1.803
C -25.852 3.372 -6.751 -2.010 1.720 0.629
H -26.778 3.943 -6.683 -0.640 -0.357 -1.093
H -25.562 3.796 -4.612 0.285 -0.231 0.041
H -26.072 2.309 -6.651 0.028 -0.141 0.342
H -25.338 3.501 -7.703 -0.152 0.283 0.113
H -24.801 5.007 -5.668 -1.044 0.302 -0.081
H -23.412 3.616 -6.526 -0.015 0.229 0.104

Entry 4:
7
Properties=species:S:1:pos:R:3:forces:R:3 method="wB97M-V/def2-TZVPD" total_charge=0 homo_energy_ev="-7.25 / -8.09" total_energy_ev=-15797.3263 s_squared=1.677 multiplicity=2
Hg -0.837 -1.729 0.603 1.072 -1.233 0.042
Mg 1.152 0.634 1.867 0.185 -0.591 -1.699
O -1.847 0.184 0.330 -0.559 3.664 0.467
O 1.198 -0.438 0.064 -2.420 1.987 0.777
C 0.135 0.909 -0.721 1.122 -0.972 1.168
C -1.119 1.073 -0.194 0.193 -4.107 -0.776
H 0.163 0.458 -1.720 0.408 1.251 0.021

Entry 5:
24
Properties=species:S:1:pos:R:3:forces:R:3 method="wB97M-V/def2-TZVPD" total_charge=+1 e_above_lowest_kcal_mol=60.3 homo_energy_ev=-12.72 total_energy_ev=-20839.2063
S -0.798 3.796 -0.761 0.320 -1.439 0.449
N 1.582 -0.939 -0.509 -0.392 0.718 -2.131
C -0.561 1.451 -1.714 -1.188 -1.332 -1.172
C 0.861 0.292 0.048 -0.076 -1.729 1.235
C -1.289 2.592 -1.894 0.945 0.033 -0.183
C 0.204 -1.040 0.011 -1.713 -0.361 0.133
C 0.311 1.440 -0.623 -0.443 1.732 0.182
C 0.232 2.640 0.041 -0.384 0.674 -1.680
C -2.606 -1.254 1.937 -0.124 -1.489 -1.542
C 1.839 -1.057 -1.969 1.280 -2.320 0.742
H 0.034 -1.639 0.904 0.710 0.295 -0.071
H -1.981 2.804 -2.701 0.054 -0.002 0.263
H -0.714 0.514 -2.262 -0.182 0.669 -0.242
H 0.792 2.947 0.864 0.701 0.401 1.315
H 2.428 -0.242 -2.332 -0.121 0.748 -0.182
H 1.312 0.515 0.977 0.380 0.293 0.914
H -2.525 -0.469 2.622 0.987 1.649 0.503
H -3.421 -1.811 2.431 0.694 -0.743 -0.791
H -0.721 -1.186 -0.662 2.130 0.200 0.369
H 2.561 -1.984 -2.039 -1.960 1.483 -0.409
H 0.843 -1.161 -2.365 0.263 -0.224 -1.084
H 2.370 -1.389 -0.082 -0.079 0.192 1.428
H -2.885 -0.964 0.929 -0.991 0.761 0.170
H -1.669 -1.761 1.596 -0.811 -0.208 1.782